Record 1
The following is a quantum chemistry calculation of a molecular structure, C35H50CoF6NO6S2Se, from the Open Molecules 2025 dataset.

Last column: Löwdin charge in e.
Geometry (Å):
Co: 1.56117 -1.22988 -1.33946  0.769
C: -2.49854 5.58225 -1.03732  -0.058
C: -2.69305 4.23628 -0.32645  -0.562
C: -4.02848 3.62256 -0.77007  -0.054
C: -2.76714 4.49729 1.17829  -0.076
C: -1.55035 3.28509 -0.68061  -0.189
C: -0.71390 2.70483 0.26384  -0.083
C: 0.27001 1.81135 -0.12443  -0.276
Se: 1.23902 1.03514 1.41663  1.328
C: -0.12918 -0.22178 1.87286  -0.303
C: -0.93507 0.12377 2.95094  -0.075
C: -1.92580 -0.72854 3.40366  -0.193
C: -2.03514 -1.96180 2.75163  0.006
C: -1.24973 -2.34750 1.67769  -0.075
C: -0.27674 -1.42876 1.17123  -0.333
O: 0.40325 -1.73332 0.10649  -0.161
C: -1.40196 -3.73566 1.04400  -0.527
C: -0.06738 -4.49037 1.13583  -0.041
C: -1.83703 -3.62125 -0.42663  -0.034
C: -2.45471 -4.58280 1.76466  -0.087
C: -2.86285 -0.39228 4.56238  -0.563
C: -2.67941 -1.41032 5.69680  -0.057
C: -4.31983 -0.43984 4.07950  -0.056
C: -2.59520 1.00316 5.12579  -0.075
C: 0.51699 1.46192 -1.46405  -0.338
O: 1.49004 0.64538 -1.76567  -0.176
C: -0.31918 2.06917 -2.44545  -0.072
C: -1.31455 2.93740 -2.00946  -0.012
C: -0.23482 1.82408 -3.96772  -0.524
C: 0.91046 0.92127 -4.44056  -0.055
C: -0.06134 3.17574 -4.68049  -0.063
C: -1.54723 1.17408 -4.43404  -0.050
H: -3.30686 6.27565 -0.78165  0.074
H: -2.48621 5.45897 -2.12157  0.072
H: -1.54810 6.03336 -0.74378  0.087
H: -4.86260 4.28628 -0.51798  0.075
H: -4.18603 2.66162 -0.27596  0.089
H: -4.04463 3.44741 -1.84718  0.074
H: -3.58816 5.18758 1.39215  0.077
H: -1.84248 4.94256 1.55248  0.084
H: -2.94757 3.57382 1.73335  0.079
H: -0.81901 2.92993 1.31990  0.083
H: -0.76737 1.08387 3.42323  0.085
H: -2.78168 -2.65768 3.11328  0.085
H: 0.71397 -3.97746 0.58405  0.066
H: -0.17783 -5.49443 0.71552  0.082
H: 0.24412 -4.58166 2.18063  0.087
H: -1.11220 -3.06760 -1.01674  0.070
H: -2.80516 -3.11584 -0.49602  0.085
H: -1.93548 -4.61926 -0.86318  0.079
H: -2.20230 -4.73925 2.81740  0.079
H: -2.50453 -5.56208 1.28234  0.078
H: -3.45031 -4.13348 1.70871  0.078
H: -2.91595 -2.42172 5.36204  0.073
H: -3.33233 -1.16966 6.54260  0.075
H: -1.64438 -1.40813 6.04475  0.088
H: -4.59167 -1.44154 3.74195  0.074
H: -4.46439 0.24411 3.24047  0.087
H: -5.00462 -0.15355 4.88489  0.075
H: -1.57756 1.08995 5.51222  0.084
H: -3.28785 1.20671 5.94722  0.077
H: -2.73600 1.77373 4.36442  0.079
H: -1.95808 3.37585 -2.76614  0.092
H: 1.88757 1.30482 -4.15195  0.090
H: 0.86742 0.86459 -5.53365  0.084
H: 0.83536 -0.09111 -4.05533  0.061
H: 0.86233 3.65824 -4.35303  0.088
H: -0.88902 3.86205 -4.48721  0.063
H: 0.00121 3.01726 -5.76119  0.076
H: -1.68346 0.20788 -3.94420  0.093
H: -1.51626 1.00428 -5.51437  0.079
H: -2.41716 1.79619 -4.20834  0.067
F: 6.25142 -2.85445 -3.84533  0.111
C: 5.57379 -2.74930 -2.69446  -0.681
F: 5.09323 -3.95768 -2.38732  0.120
F: 6.44712 -2.40003 -1.73831  0.113
S: 4.23163 -1.51045 -2.85883  0.525
O: 3.60372 -1.66902 -1.52082  -0.375
O: 4.96065 -0.29120 -3.07292  -0.293
N: 3.33046 -1.91902 -4.02981  -0.329
S: 2.11993 -3.14524 -3.70995  0.685
O: 1.08473 -2.36211 -2.91531  -0.483
O: 1.63635 -3.46758 -5.04097  -0.414
C: 1.63233 -5.05320 -2.64094  -0.576
F: 0.35107 -5.48092 -2.58359  0.065
F: 2.04539 -4.87916 -1.36915  0.060
F: 2.36180 -6.06622 -3.15619  0.057
C: 5.19298 -0.21192 1.52695  -0.075
C: 4.07917 0.82478 1.32998  -0.714
C: 4.15189 1.83626 2.47682  -0.111
C: 4.32180 1.55243 -0.00153  -0.063
C: 2.78026 0.02030 1.34669  -0.356
H: 6.16836 0.28201 1.60159  0.075
H: 5.22301 -0.90300 0.68069  0.072
H: 5.01595 -0.79233 2.43476  0.076
H: 5.12614 2.33686 2.47731  0.072
H: 4.01007 1.33432 3.43741  0.076
H: 3.38342 2.60783 2.38463  0.048
H: 5.32067 2.00666 -0.03457  0.077
H: 3.58157 2.34709 -0.14032  0.079
H: 4.22454 0.86808 -0.84488  0.056
H: 2.77949 -0.74277 0.57439  0.000

Properties
highest occupied orbital energy (alpha / beta): -0.071 / -0.073 hartree
frontier orbital gap (alpha / beta): 0.211 / 0.213 hartree
2S+1: 5
net charge: -2



Record 2
The following is a quantum chemistry calculation of a molecular structure, C35H50GeN8OSSeSiV in a non-equilibrium geometry, from the Open Molecules 2025 dataset.

Last column: Löwdin charge in e.
Geometry (Å):
V: -1.85324 0.25811 0.90112  0.712
C: -0.81506 1.82021 4.40239  -0.022
C: -1.57483 2.45793 3.27669  -0.297
C: -2.24497 3.66276 3.48383  -0.026
C: -2.71564 4.39886 2.36543  -0.022
C: -2.67128 3.74933 1.11079  -0.025
C: -2.04849 2.48166 0.95083  -0.447
N: -1.45963 1.86929 2.04576  0.017
N: -1.78027 1.81087 -0.26166  -0.163
Si: -1.27248 2.33177 -1.94676  0.492
C: 0.11563 1.28227 -2.58600  -0.177
C: -0.83977 4.23606 -1.87260  -0.153
C: -2.89490 2.09054 -2.89849  -0.190
H: 0.25056 2.14219 4.38855  0.093
H: -0.88279 0.70295 4.30452  0.078
H: -1.35905 2.07733 5.34825  0.098
H: -2.37937 4.02037 4.50612  0.116
H: -3.41628 5.24490 2.51814  0.124
H: -3.08207 4.23253 0.20911  0.114
H: 1.09256 1.59255 -2.20809  0.025
H: 0.19516 1.30572 -3.69613  0.054
H: -0.06877 0.22898 -2.30160  0.012
H: -1.41169 4.83158 -2.58369  0.028
H: 0.20254 4.30067 -2.16182  0.009
H: -0.79871 4.66657 -0.85702  0.019
H: -3.44508 1.17918 -2.61886  0.010
H: -2.69991 2.02664 -3.97533  0.023
H: -3.56470 3.02594 -2.88355  0.063
O: -2.04284 -0.72843 2.94738  -0.178
C: -2.98452 -1.44176 3.44689  -0.375
C: -2.69115 -2.32545 4.56597  -0.005
C: -3.69207 -3.06648 5.24331  -0.073
C: -4.99446 -3.03548 4.69086  -0.118
C: -5.31778 -2.27287 3.57436  -0.040
C: -4.30024 -1.56364 2.87559  -0.119
C: -4.63962 -0.83344 1.71485  -0.262
N: -4.01477 0.29987 1.24751  0.029
C: -4.86932 0.80050 0.25333  -0.117
C: -5.95465 -0.00241 0.09035  -0.059
N: -5.76980 -1.04638 0.98628  0.118
H: -1.63508 -2.38015 4.87551  0.110
H: -3.43537 -3.53819 6.19724  0.105
H: -5.76138 -3.69585 5.16133  0.108
H: -6.34454 -2.31291 3.18537  0.105
H: -4.56002 1.71908 -0.23609  0.096
H: -6.84081 0.01934 -0.52425  0.115
H: -6.48105 -1.68828 1.28544  0.143
N: -2.25167 -4.90554 -2.59534  0.136
C: -2.24746 -3.78433 -1.76662  -0.290
C: -2.27955 -2.52511 -2.27040  -0.004
C: -2.19914 -1.46324 -1.39206  -0.099
N: -2.24038 -1.60735 -0.02981  -0.087
C: -2.14514 -2.83430 0.45043  -0.125
C: -2.25603 -3.93902 -0.35949  0.026
H: -1.99103 -4.75267 -3.56472  0.111
H: -1.97955 -5.73804 -2.09292  0.104
H: -2.51489 -2.31625 -3.26295  0.107
H: -2.19851 -0.38273 -1.69790  0.084
H: -1.95699 -2.96926 1.50980  0.125
H: -2.27604 -4.87181 0.14038  0.109
N: 2.92960 0.06802 1.24980  0.118
C: 1.73098 0.56082 0.95200  -0.729
S: 0.40386 -0.55573 0.74410  0.750
N: 1.59877 1.88351 0.80482  0.093
C: 2.46123 2.99129 0.88081  -0.234
C: 2.07128 4.16096 1.52927  -0.023
C: 2.72141 5.32845 1.33200  -0.064
C: 3.97293 5.37299 0.69940  -0.034
C: 4.48713 4.14953 0.20144  -0.059
C: 3.72993 2.99705 0.29718  -0.044
H: 3.00183 -0.95523 1.46317  0.132
H: 3.63970 0.72937 1.62509  0.132
H: 0.65769 2.17363 0.64702  0.091
H: 1.08280 4.06432 1.95082  0.115
H: 2.27874 6.19319 1.63224  0.082
H: 4.63548 6.22340 0.61152  0.108
H: 5.39539 4.09302 -0.40914  0.116
H: 4.03978 2.08234 -0.16460  0.100
C: 6.45639 -4.55921 -2.13002  -0.220
Ge: 5.74037 -2.66483 -2.20589  0.722
C: 6.42419 -1.70407 -0.63085  -0.248
C: 6.22630 -1.68011 -3.83821  -0.222
C: 3.77832 -2.62519 -2.05535  -0.678
Se: 3.06276 -3.92731 -3.27319  0.830
C: 2.77011 -2.80556 -4.89910  -0.375
H: 5.70778 -5.15469 -1.61262  0.002
H: 7.53057 -4.52792 -1.74112  0.047
H: 6.42088 -4.87075 -3.19358  0.010
H: 6.48953 -2.40127 0.24919  0.028
H: 5.67246 -0.95248 -0.26533  0.000
H: 7.40452 -1.22432 -0.73049  0.014
H: 5.67235 -2.14773 -4.72988  0.029
H: 7.31472 -1.88101 -3.96348  0.028
H: 5.96814 -0.62913 -3.79987  0.011
H: 3.31285 -1.67030 -2.22125  0.001
H: 3.43811 -2.97138 -1.04962  0.017
H: 2.00394 -3.37546 -5.43212  0.009
H: 3.65694 -2.80236 -5.47876  -0.016
H: 2.39861 -1.83108 -4.65493  0.012

Properties
highest occupied orbital energy (alpha / beta): -0.342 / -0.342 hartree
frontier orbital gap (alpha / beta): 0.249 / 0.263 hartree
2S+1: 3
net charge: +1
ΔE to the lowest compared entry with this formula, charge and spin: 1.321 eV